# 1
The following is a DFT calculation (the ωB97M-V functional and the def2-TZVPD basis) of 2 unconnected molecules or ions with the total composition C6H13NO3.

Properties
Maximum force = 0.7 eV Å⁻¹
Charge = 0
Energy = -516.8660 Eh
SMILES = N[C@H](CO)C(=O)O.C=CC
LUMO = 0.78 eV
HOMO = -0.3447 Eh
Kohn-Sham gap = 10.16 eV

Atoms and positions in Å:
1 C -2.657 0.505 0.204
2 C -1.308 -0.286 0.137
3 N -1.270 -1.403 -0.776
4 O -2.681 1.633 -0.636
5 H -2.151 2.335 -0.243
6 H -1.375 -1.076 -1.733
7 H -2.023 -2.055 -0.571
8 H -2.861 0.794 1.241
9 H -3.468 -0.142 -0.145
10 H -1.073 -0.646 1.143
11 H 1.057 -1.515 0.473
12 C 2.346 -0.113 1.557
13 C -0.290 0.783 -0.246
14 C 1.889 -0.838 0.338
15 C 2.440 -0.727 -0.856
16 O -0.009 0.788 -1.541
17 O 0.084 1.628 0.519
18 H 0.612 1.497 -1.752
19 H 2.487 -0.816 2.375
20 H 3.284 0.399 1.376
21 H 1.605 0.614 1.872
22 H 3.294 -0.090 -1.028
23 H 2.067 -1.268 -1.708

# 2
The following is a DFT calculation (the ωB97M-V functional and the def2-TZVPD basis) of 2 unconnected molecules or ions with the total composition C5H12O3 at a distorted geometry.

Properties
Maximum force = 2.0 eV Å⁻¹
Charge = 0
Energy = -423.3952 Eh
SMILES = O=CCCCCO.O
LUMO = 0.57 eV
HOMO = -0.3740 Eh
Kohn-Sham gap = 10.74 eV

Atoms and positions in Å:
1 C -0.556 1.106 -1.177
2 O 0.114 2.009 -0.317
3 C -0.013 -0.309 -1.172
4 C 0.417 -0.915 0.183
5 C -0.478 -0.570 1.393
6 C -1.367 -1.750 1.833
7 O -1.384 -2.777 1.217
8 H -0.422 1.510 -2.162
9 H -1.645 1.096 -1.050
10 H 0.161 1.659 0.578
11 H 0.902 -0.345 -1.776
12 H -0.581 -1.024 -1.716
13 H 1.378 -0.495 0.427
14 H 0.555 -1.973 0.041
15 H -1.182 0.240 1.188
16 H 0.190 -0.372 2.233
17 H -1.944 -1.558 2.755
18 H 3.211 1.701 -0.991
19 H 1.791 2.203 -0.950
20 O 2.557 2.129 -1.556

# 3
The following is a DFT calculation (the ωB97M-V functional and the def2-TZVPD basis) of 2 unconnected molecules or ions with the total composition C2H3N4 at a distorted geometry.

Properties
Maximum force = 3.3 eV Å⁻¹
Charge = -1
Energy = -296.9023 Eh
LUMO = 4.50 eV
HOMO = -0.1456 Eh
Kohn-Sham gap = 8.46 eV

Atoms and positions in Å:
1 C 1.316 -0.444 0.057
2 C -2.100 -0.120 0.360
3 N 0.007 0.057 0.127
4 N 2.178 0.497 -0.222
5 N 0.207 1.363 -0.075
6 N 1.429 1.633 -0.197
7 H -2.197 -0.270 -0.702
8 H -2.232 -1.232 0.788
9 H 1.392 -1.484 -0.136

# 4
The following is a DFT calculation (the ωB97M-V functional and the def2-TZVPD basis) of 2 unconnected molecules or ions with the total composition C2H6IO at a distorted geometry.

Properties
Maximum force = 1.9 eV Å⁻¹
Charge = 0
Energy = -452.6800 Eh
LUMO (spin up / spin down) = 0.78 / -3.73 eV
Expectation value of S² = 0.7526
HOMO (spin up / spin down) = -0.3703 / -0.3698 Eh
Spin multiplicity = 2
Kohn-Sham gap (spin up / spin down) = 10.86 / 6.33 eV

Atoms and positions in Å:
1 I -3.215 -0.753 -2.164
2 C 1.328 0.032 0.411
3 C -0.133 0.414 0.151
4 O -0.840 -0.673 0.705
5 H 1.563 -1.008 0.184
6 H 1.681 0.360 1.389
7 H 1.964 0.590 -0.277
8 H -0.378 0.472 -0.910
9 H -0.422 1.429 0.425
10 H -1.548 -0.863 0.085

# 5
The following is a DFT calculation (the ωB97M-V functional and the def2-TZVPD basis) of a molecular structure, C6H14AlN2O6P at a distorted geometry.

Properties
Maximum force = 2.6 eV Å⁻¹
Charge = 0
Energy = -1381.7100 Eh
LUMO = -3.39 eV
HOMO = -0.3318 Eh
Kohn-Sham gap = 5.64 eV

Atoms and positions in Å:
1 Al 0.120 2.964 -0.941
2 P 2.319 2.527 -3.200
3 O 2.104 4.044 -3.405
4 O 2.734 2.936 -1.725
5 O 3.617 2.158 -3.860
6 O 1.110 1.662 -3.082
7 C 0.007 1.953 2.859
8 O -0.200 2.350 1.718
9 N 0.010 0.666 3.215
10 C 0.277 0.268 4.583
11 C -0.215 -0.363 2.229
12 H 0.270 2.626 3.688
13 H -0.626 -0.113 5.063
14 H 0.713 1.084 5.152
15 H 1.011 -0.542 4.573
16 H -0.632 -1.265 2.675
17 H -0.899 -0.007 1.457
18 H 0.693 -0.633 1.679
19 C -0.445 -0.440 -1.894
20 O -0.746 0.436 -1.087
21 N -0.975 -1.666 -1.902
22 C -1.815 -2.137 -0.834
23 C -0.667 -2.628 -2.934
24 H 0.212 -0.248 -2.751
25 H -2.227 -1.340 -0.225
26 H -1.298 -2.880 -0.222
27 H -2.682 -2.628 -1.290
28 H 0.273 -2.420 -3.438
29 H -0.529 -3.617 -2.483
30 H -1.512 -2.746 -3.617

# 6
The following is a DFT calculation (the ωB97M-V functional and the def2-TZVPD basis) of a molecular structure, C6H9N5O2 at a distorted geometry.

Properties
Maximum force = 3.3 eV Å⁻¹
Charge = 0
Energy = -658.0686 Eh
LUMO (spin up / spin down) = -0.35 / -0.35 eV
HOMO (spin up / spin down) = -0.2872 / -0.2871 Eh
Kohn-Sham gap (spin up / spin down) = 7.46 / 7.46 eV

Atoms and positions in Å:
1 C -2.665 -0.199 -1.049
2 C -0.799 -0.718 -0.214
3 C -1.569 0.055 0.921
4 C 0.171 0.539 0.026
5 C 1.415 -1.420 0.508
6 C -3.818 1.054 0.761
7 N -1.616 -0.890 -1.333
8 N -2.617 0.495 0.153
9 N 1.339 -0.052 0.641
10 N 0.401 -1.836 -0.254
11 N 4.804 0.746 0.774
12 O 0.259 -2.874 -0.912
13 O 0.102 1.682 -0.270
14 H -3.570 -0.157 -1.610
15 H 2.274 -2.035 0.668
16 H -3.876 0.708 1.830
17 H -3.956 2.150 0.596
18 H -4.618 0.505 0.414
19 H 2.203 0.505 0.746
20 H 4.051 0.918 1.478
21 H 4.735 1.489 0.140
22 H 5.691 0.796 1.226

We obtain energy relative to the best compared isomer or geometry (same formula, charge and spin) values of 192.0; 154.1; 393.2; 19.5; 0.0; 499.9 kJ/mol for the records listed above, in that order.